1.
A cluster of 2 separate species, C5H13N in total. Source: the Open Molecules 2025 dataset; level of theory: ωB97M-V/def2-TZVPD.

Computed properties:
**Electronic energy**: -252.62635 a.u.
**Highest occupied orbital energy (alpha / beta)**: -13.1 / -12.9 eV
**<S²>**: 0.76
**Frontier orbital gap (alpha / beta)**: 7.06 / 6.81 eV
**Relative energy (zero: lowest compared OMol25 entry of this formula, charge and spin)**: 3.448 eV
**2S+1**: 2
**Net charge**: +1

Element x y z (Å)
1 C -1.29674 1.42282 -2.12321
2 N -0.32712 0.32261 -2.08595
3 C 0.38737 0.53572 0.84296
4 C 1.13922 -0.48325 1.39498
5 C -0.91682 -0.22215 1.38601
6 C 1.92473 -1.45564 0.63308
7 H -1.99349 1.27352 -2.94258
8 H -0.77532 2.36199 -2.27175
9 H -1.90786 1.52513 -1.21460
10 H 0.26779 0.41371 -1.25777
11 H 0.37975 1.55893 1.19962
12 H -0.82960 -0.54869 -1.92675
13 H 1.27516 -0.54748 2.47790
14 H -1.04315 -0.01720 2.44938
15 H -1.03344 -1.29411 1.22029
16 H -1.74737 0.26240 0.86707
17 H 1.61066 -2.49062 0.80004
18 H 2.96089 -1.37763 0.98425
19 H 1.92536 -1.24008 -0.43296

2.
A structure of composition C2H3NaO4. Source: the Open Molecules 2025 dataset; level of theory: ωB97M-V/def2-TZVPD.

Computed properties:
**Electronic energy**: -541.28999 a.u.
**Highest occupied orbital energy (alpha / beta)**: -3.3 / -3.3 eV
**<S²>**: 0.76
**Frontier orbital gap (alpha / beta)**: 5.61 / 5.19 eV
**2S+1**: 2
**Net charge**: -1

Element x y z (Å)
1 Na 0.06090 26.75610 6.19873
2 C 2.85129 26.19871 5.52302
3 O 4.05489 25.96684 5.29887
4 O 2.19553 27.00704 4.85098
5 O 2.28002 25.72406 6.55633
6 C -1.51235 29.26431 5.33653
7 O -0.53506 29.12816 6.35277
8 H -2.14348 28.38701 5.19468
9 H -2.20764 30.10174 5.27838
10 H -0.96669 29.24751 4.39310

3.
A structure of composition C4H2AgLiO2. Source: the Open Molecules 2025 dataset; level of theory: ωB97M-V/def2-TZVPD.

Computed properties:
**Electronic energy**: -458.47261 a.u.
**Highest occupied orbital energy**: -7.8 eV
**Frontier orbital gap**: 7.31 eV
**Relative energy (zero: lowest compared OMol25 entry of this formula, charge and spin)**: 0.426 eV
**2S+1**: 1
**Net charge**: 0

Element x y z (Å)
1 C -1.70800 -0.06448 -1.00011
2 C -0.77898 0.53196 -1.61750
3 O -2.22769 -0.51792 0.01357
4 Li -1.72560 -0.97054 1.74208
5 H -0.62249 1.30192 -2.36137
6 C 0.39725 -0.03881 1.87370
7 C 0.95960 -0.97028 1.21406
8 O 1.33520 -1.42802 0.12870
9 Ag 0.90546 -1.08344 -1.89246
10 H 0.59860 0.64338 2.68780

4.
A structure of composition C19H35NO4RuSSeSi4. Source: the Open Molecules 2025 dataset; level of theory: ωB97M-V/def2-TZVPD.

Computed properties:
**Electronic energy**: -5152.97904 a.u.
**Highest occupied orbital energy (alpha / beta)**: -7.4 / -7.7 eV
**<S²>**: 6.04
**Frontier orbital gap (alpha / beta)**: 5.73 / 5.97 eV
**Relative energy (zero: lowest compared OMol25 entry of this formula, charge and spin)**: 3.131 eV
**2S+1**: 5
**Net charge**: 0

Element x y z (Å)
1 Ru -17.04632 7.51958 -1.99968
2 C -19.20841 8.98646 0.09795
3 C -19.10123 9.66222 -1.26137
4 C -19.98453 10.71242 -1.59513
5 C -19.87574 11.35132 -2.76191
6 C -18.84292 11.05809 -3.68496
7 C -18.68872 11.57254 -4.99621
8 C -17.52553 11.31258 -5.69705
9 C -16.67461 10.31282 -5.33334
10 C -16.72194 9.87533 -4.05756
11 S -15.48794 8.75047 -3.50332
12 C -17.80899 10.10468 -3.20053
13 N -18.02048 9.40569 -2.00935
14 H -20.19214 9.24903 0.52660
15 H -18.38049 9.20003 0.73584
16 H -19.20198 7.92295 -0.03816
17 H -20.80571 11.01382 -0.89594
18 H -20.56156 12.11348 -3.16004
19 H -19.45591 12.24527 -5.38070
20 H -17.35961 11.78030 -6.63711
21 H -15.86889 9.91196 -6.00803
22 C -15.46450 4.08879 -4.56146
23 Si -14.22548 4.40879 -3.17516
24 C -13.52410 2.76801 -2.57544
25 C -12.71969 5.16652 -3.98609
26 Si -15.12568 6.17680 -1.74663
27 Si -17.07995 5.38081 -0.53175
28 C -17.46038 5.73218 1.27681
29 C -18.47398 4.41238 -1.45013
30 C -16.02163 3.85661 -0.24382
31 Si -13.60652 6.92110 -0.10666
32 C -12.15236 7.41273 -1.12286
33 C -14.13397 8.65610 0.52211
34 C -12.66780 5.83126 1.11629
35 H -16.24698 3.38781 -4.15124
36 H -14.87611 3.65538 -5.37489
37 H -16.00012 4.90477 -5.09332
38 H -12.46907 2.77907 -2.85695
39 H -14.09171 1.96391 -3.06590
40 H -13.60835 2.66554 -1.47971
41 H -11.78549 5.01908 -3.43566
42 H -12.81364 6.24369 -4.19909
43 H -12.63699 4.67194 -4.97327
44 H -18.54627 5.52056 1.33294
45 H -17.39046 6.77880 1.58504
46 H -16.93127 5.04334 1.97129
47 H -19.45615 4.85354 -1.35094
48 H -18.51195 3.37859 -1.11144
49 H -18.16036 4.38262 -2.53875
50 H -16.65357 3.15758 0.35988
51 H -15.07391 4.11300 0.26748
52 H -15.86336 3.27830 -1.15822
53 H -12.40737 7.89130 -2.03374
54 H -11.60769 6.51211 -1.41225
55 H -11.41813 7.98590 -0.58318
56 H -13.49577 8.85799 1.35783
57 H -15.18978 8.77350 0.68005
58 H -13.92670 9.38234 -0.24366
59 H -12.42998 4.88497 0.54845
60 H -13.23724 5.59777 1.98099
61 H -11.75751 6.43466 1.27129
62 O -20.12157 8.19301 -5.09328
63 Se -18.66354 7.57720 -4.82565
64 O -14.86465 8.14608 -4.77565
65 O -18.53712 7.00839 -2.93615
66 O -18.28709 6.10059 -5.46472